Record 1
# C6H25NO5

A 6-piece molecular cluster, C6H25NO5 overall in a non-equilibrium geometry (ωB97M-V/def2-TZVPD, the Open Molecules 2025 dataset).

XYZ file:
```
37
Properties=species:S:1:pos:R:3:forces:R:3
C -1.58813 0.85766 4.10735 2.2 0.0 -0.8
C -1.69324 0.20609 2.71094 0.3 0.5 1.0
C -0.48478 -0.71136 2.45820 -1.3 -0.6 0.2
C -0.89083 -2.00159 1.73312 1.2 0.7 -1.6
C -1.70932 -1.97097 0.40657 1.6 0.5 0.9
C -1.05371 -1.42993 -0.89023 1.3 -0.8 0.1
N 0.27467 -0.73216 -0.86858 -0.7 0.3 0.3
H -2.47118 1.24641 4.53251 -1.2 0.1 0.4
H -0.91230 1.71398 4.00640 0.0 0.0 0.1
H -1.04636 0.18723 4.78724 -0.6 0.0 0.1
H -1.62995 1.01817 1.99228 -0.5 0.0 -0.3
H -2.67159 -0.27077 2.64297 0.2 -0.3 -0.3
H -0.10350 -1.10764 3.39457 0.1 0.3 0.4
H 0.30810 -0.10954 2.03980 0.3 -0.1 -0.5
H 0.01407 -2.60015 1.57225 0.0 -0.1 0.0
H -1.49050 -2.56668 2.40612 -0.5 -0.5 0.7
H -2.57131 -1.35045 0.62125 -0.7 -0.6 -0.1
H -1.84194 -3.05189 0.28908 -1.1 0.4 -0.4
H -0.76567 -2.29819 -1.48787 -0.8 -0.1 -0.3
H -1.78876 -0.82246 -1.41225 0.2 0.0 -0.3
H 0.16241 0.25697 -0.67912 0.0 0.1 0.1
H 0.82038 -1.08983 -0.08925 0.0 0.0 -0.2
H 1.59167 3.54434 0.69079 0.5 -0.1 -0.1
H 2.78247 2.75713 1.30831 -0.6 0.5 -0.1
O 2.01251 3.31207 1.52834 0.2 -0.4 0.2
H 1.62190 3.09952 -2.35841 0.6 0.4 0.2
H 0.63980 3.54515 -1.43312 -0.6 0.4 0.5
O 1.59180 3.59750 -1.50872 -0.2 -0.7 -0.7
H 2.13794 -1.83869 -2.73134 0.4 -0.6 0.9
H 3.09084 -3.13093 -2.60465 -0.3 0.2 0.5
O 2.71767 -2.46443 -3.18218 -0.1 0.4 -1.0
H 1.43816 1.40363 -4.04493 -0.5 0.5 0.0
H 0.40152 2.33978 -4.64753 0.1 0.1 0.1
O 1.13001 2.33478 -4.01669 0.4 -0.4 -0.1
H 0.21242 -0.42683 -3.17867 -0.3 0.4 0.1
H 1.20290 -1.08926 -4.01303 -0.2 0.3 -1.0
O 0.56185 -0.35668 -4.08153 0.6 -0.9 0.7
```
Forces are in eV/Å.

The largest force on an atom is 0.0445 hartree/bohr. The value obtained for the energy is -18354.62406 eV. As for the relative energy (zero: lowest compared OMol25 entry of this formula, charge and spin): 1.653 eV. As for the frontier orbital gap: 10.45 eV. As for the SMILES: CCCCCCN.O.O.O.O.O.



Record 2
# C4H6O

One molecule with the formula C4H6O in a non-equilibrium geometry (ωB97M-V/def2-TZVPD, the Open Molecules 2025 dataset).

XYZ file:
```
11
Properties=species:S:1:pos:R:3:forces:R:3
C -0.80404 0.03315 -2.18252 1.1 2.0 1.0
C -0.36526 -0.49582 -1.04765 -0.1 3.6 -0.9
C 0.38018 -0.17559 1.18452 -2.1 -2.4 -2.2
C 1.00671 0.53537 2.05650 0.6 2.2 1.4
H -1.33860 -0.58343 -2.85998 -0.3 -0.1 -0.6
H -0.60142 1.14853 -2.30137 -0.4 -1.8 -0.4
H -0.64297 -1.40730 -0.75003 -0.6 -3.8 1.1
H -0.19703 -1.11859 1.30524 0.7 0.6 0.4
H 1.28701 1.52451 1.56188 0.2 -1.2 1.5
H 1.01025 0.26478 3.15285 0.3 0.6 -1.6
O 0.26519 0.27438 -0.11944 0.5 0.3 0.2
```
Forces are in eV/Å.

The largest force on an atom is 0.0771 hartree/bohr. The value obtained for the energy is -6290.29179 eV. As for the relative energy (zero: lowest compared OMol25 entry of this formula, charge and spin): 1.626 eV. As for the frontier orbital gap: 9.89 eV. As for the SMILES: C=COC=C.



Record 3
# C29H7Cl3F15GeN5O5S2Zn

C29H7Cl3F15GeN5O5S2Zn as an isolated structure (ωB97M-V/def2-TZVPD, the Open Molecules 2025 dataset).

XYZ file:
```
68
Properties=species:S:1:pos:R:3:forces:R:3
Zn -0.69923 -1.02898 1.63163 0.1 -0.3 -0.5
O -2.64157 -3.03245 -1.46225 0.0 0.0 -0.1
C -2.04288 -2.62746 -0.46498 0.0 -0.2 0.0
O -1.60246 -1.47091 -0.23139 -0.1 0.2 0.3
C -1.76460 -3.64965 0.64235 0.0 0.0 0.0
C -2.30461 -4.92744 0.60285 0.0 0.0 0.0
C -2.02514 -5.79580 1.64148 0.0 0.0 0.0
C -1.20511 -5.36993 2.67850 0.0 0.0 0.0
C -0.70683 -4.07948 2.63946 0.0 0.0 0.0
N -0.98546 -3.24499 1.64133 -0.1 0.1 0.1
H -2.93176 -5.19046 -0.23632 0.0 0.0 0.0
H -2.44630 -6.79425 1.65086 0.0 0.0 0.0
H -0.96284 -6.01824 3.50988 0.0 0.0 0.0
H -0.07923 -3.67265 3.42328 0.0 0.0 0.0
F -0.75365 3.40358 -1.72987 0.0 -0.1 0.1
C 0.42569 3.49797 -1.10647 0.0 0.1 -0.1
C 1.28638 2.41682 -1.01182 0.1 0.0 0.2
C 2.53559 2.71061 -0.48689 0.1 0.0 0.0
F 3.49559 1.76422 -0.43809 -0.1 0.0 0.0
C 2.90041 3.95814 -0.01232 0.0 0.0 0.0
F 4.12404 4.17619 0.49076 0.0 0.0 0.0
C 1.98557 4.99024 -0.07074 0.0 0.0 0.0
F 2.31012 6.20911 0.37439 0.0 0.0 0.0
C 0.74629 4.76036 -0.63310 0.0 0.0 0.0
F -0.12276 5.77315 -0.74289 0.0 0.0 0.0
Ge 0.95731 0.48919 -1.49387 0.5 0.0 -0.3
S 1.46358 -0.93884 -0.00842 -0.2 0.1 0.3
C -0.78605 0.35873 -2.37267 -0.2 -0.1 0.1
C -0.99455 -0.30160 -3.56560 -0.1 0.0 -0.1
F 0.03635 -0.79214 -4.28479 0.0 0.1 0.0
C -2.25912 -0.50403 -4.09079 0.0 0.0 0.0
F -2.42089 -1.12429 -5.27132 0.0 0.0 0.0
C -3.36192 -0.06148 -3.38925 0.0 0.0 0.0
F -4.59007 -0.24806 -3.88565 0.1 0.0 0.0
C -3.19530 0.57444 -2.17326 0.0 0.0 0.0
F -4.26554 0.97764 -1.48448 0.0 0.0 0.0
C -1.91866 0.76157 -1.68387 -0.1 0.0 -0.1
F -1.80002 1.33209 -0.48413 0.1 0.0 0.0
C 2.28121 0.52790 -3.02626 -0.1 0.0 0.0
C 2.13431 1.50249 -3.99922 0.0 0.1 -0.1
F 1.06863 2.32536 -3.97970 0.0 0.0 0.1
C 3.02644 1.69682 -5.03780 0.0 0.0 0.0
F 2.83267 2.65850 -5.95389 0.0 0.0 0.0
C 4.13637 0.87875 -5.12788 0.0 0.0 0.0
F 5.02306 1.04808 -6.11902 0.0 0.0 0.0
C 4.31893 -0.11623 -4.18933 0.0 0.0 0.0
F 5.39451 -0.91408 -4.27913 0.0 0.0 0.0
C 3.39501 -0.28163 -3.16585 0.1 -0.1 0.0
F 3.65234 -1.28051 -2.31899 0.0 0.0 0.0
C 2.28310 1.11778 2.66357 0.1 0.0 0.0
S 0.66840 1.76627 2.89158 -0.1 0.0 0.1
O 0.28671 1.13442 4.28661 -0.1 0.0 -0.1
O 0.75834 3.17877 3.10783 0.0 0.0 0.0
O -0.23564 1.29996 1.87447 0.1 0.0 0.1
H 2.92313 1.67138 3.34626 0.1 0.0 0.0
H 2.56584 1.25308 1.62718 0.0 0.0 -0.1
H 2.26580 0.05386 2.88298 0.0 0.0 -0.1
Cl -0.45410 0.60791 6.92691 0.0 0.0 0.0
C 0.31237 -0.62554 5.90443 0.1 0.0 0.1
Cl 2.05893 -0.70313 6.33867 -0.1 0.0 0.0
Cl -0.43427 -2.18630 6.26027 0.1 0.0 0.0
C 0.21996 -0.34998 4.39037 0.1 0.1 0.2
N 0.20842 -1.17250 3.51118 -0.2 0.0 -0.3
N -2.54264 -0.62285 2.45000 0.0 0.1 -0.2
C -3.66305 -0.35837 2.62821 0.1 -0.3 0.0
N -4.83867 0.00722 2.96435 0.0 0.6 0.3
C -5.98679 -0.50441 2.62195 0.0 -0.3 -0.1
N -7.05970 -0.89394 2.40874 -0.1 0.0 -0.1
```
Forces are in eV/Å.

The largest force on an atom is 0.0120 hartree/bohr. Its net charge is -2. The value obtained for the energy is -252811.44532 eV. As for the relative energy (zero: lowest compared OMol25 entry of this formula, charge and spin): 1.059 eV. As for the frontier orbital gap: 7.40 eV.



Record 4
# C4H6N2O3

A 2-piece molecular cluster, C4H6N2O3 overall in a non-equilibrium geometry (ωB97M-V/def2-TZVPD, the Open Molecules 2025 dataset).

XYZ file:
```
15
Properties=species:S:1:pos:R:3:forces:R:3
C -2.47358 0.69020 -0.06234 0.1 -0.2 -0.1
C 0.96233 -0.55904 0.23414 1.3 -0.1 0.0
C 2.35372 -0.15815 -0.13620 0.6 0.1 0.1
C 1.29879 0.89166 0.06500 0.2 0.2 0.1
H 0.79153 -0.92565 1.24511 0.0 0.0 -0.3
H 0.41888 -1.04790 -0.55232 0.7 0.0 0.2
H 3.12434 -0.25026 0.61894 0.0 0.1 -0.1
H 2.69284 -0.35627 -1.15393 -0.1 0.0 0.3
H 0.92136 1.41364 -0.81196 0.1 -0.1 0.2
H 1.36227 1.50319 0.96734 0.0 -0.2 -0.3
N -2.64381 -1.51529 0.04713 -0.1 0.0 0.0
N -1.48313 -1.28147 -0.26589 -1.1 -0.1 -0.1
O -2.69942 1.84705 -0.03409 0.0 -0.1 0.0
O -3.33894 -0.33552 0.19512 -0.2 0.1 0.1
O -1.28718 0.08381 -0.35604 -1.3 0.3 -0.2
```
Forces are in eV/Å.

The largest force on an atom is 0.0263 hartree/bohr. The value obtained for the energy is -13363.38171 eV. As for the relative energy (zero: lowest compared OMol25 entry of this formula, charge and spin): 5.597 eV. As for the frontier orbital gap: 10.69 eV. As for the SMILES: O=c1onno1.C1CC1.